1.
A 2-piece molecular cluster, C12H18O2S overall in a non-equilibrium geometry, computed with ωB97M-V/def2-TZVPD.

charge = 0
HOMO-LUMO gap (alpha / beta) = 0.29231 / 0.29000 Eh
DFT total energy = -27659.5006 eV

XYZ file:
```
33
Properties=species:S:1:pos:R:3:forces:R:3
C -0.872 0.060 0.592 1.0 -0.3 0.5
C -0.862 0.881 -0.579 -1.5 -0.4 0.2
C 0.493 -0.115 1.102 -1.3 -0.8 0.1
C -1.568 -2.099 3.540 -2.1 -2.5 -0.4
C 2.677 0.798 -1.871 0.0 0.6 -0.4
C 3.048 0.033 -0.623 1.5 -1.0 0.6
C 1.166 0.998 -1.976 0.5 -1.3 2.2
C 2.756 0.918 0.521 -2.4 1.7 1.7
C 0.558 1.551 -0.640 -1.8 -0.5 -0.8
C 1.223 1.153 0.676 1.3 -1.0 -1.2
C -3.443 0.545 0.961 -0.1 -1.1 -0.3
C -2.852 -2.037 -0.158 -1.2 1.0 0.6
O -1.833 0.913 -1.382 2.0 0.7 0.6
O 0.926 -1.130 1.646 0.1 1.2 0.0
S -2.240 -0.820 1.198 0.3 0.0 -2.0
H -0.707 -1.561 3.435 2.6 1.7 -0.4
H -2.114 -1.748 4.395 -0.6 0.6 0.6
H 3.204 1.725 -1.703 -0.1 0.9 -0.2
H 3.025 0.512 -2.854 0.3 -0.9 0.0
H 2.508 -0.885 -0.412 -0.3 -0.3 -0.5
H 4.119 -0.243 -0.478 -0.5 0.2 -0.9
H 0.862 1.581 -2.785 -0.3 1.2 -1.3
H 0.732 -0.012 -2.180 0.2 0.6 0.3
H 2.974 0.585 1.500 0.9 -1.3 0.9
H 3.220 1.896 0.538 0.4 0.3 -0.7
H 0.457 2.634 -0.507 -0.1 0.0 -1.2
H 0.994 1.986 1.323 0.1 -0.1 0.8
H -3.650 0.931 1.935 -0.1 0.3 0.6
H -4.350 0.179 0.478 0.1 0.0 0.1
H -2.931 1.221 0.300 -0.2 0.4 -0.1
H -3.915 -2.247 0.216 1.6 -0.1 -0.8
H -2.216 -2.904 -0.303 0.0 -0.1 0.9
H -2.834 -1.547 -1.149 -0.3 0.4 0.8
```
Positions in Å, forces in eV/Å.

These are the Löwdin partial charges, in e, on atoms 1 to 8:
1. C -0.358
2. C -0.394
3. C -0.389
4. C 0.134
5. C -0.188
6. C -0.196
7. C -0.112
8. C -0.173

=====

2.
A 2-piece molecular cluster, C12H18O2Si overall in a non-equilibrium geometry, computed with ωB97M-V/def2-TZVPD.

charge = 0
HOMO-LUMO gap (alpha / beta) = 0.24003 / 0.25971 Eh
DFT total energy = -24705.9859 eV

XYZ file:
```
33
Properties=species:S:1:pos:R:3:forces:R:3
C 0.837 3.365 -0.083 -0.6 0.7 1.0
C 1.352 2.512 0.891 -2.7 0.3 -2.5
C -0.532 3.313 -0.274 0.0 -1.6 -1.2
C 0.632 1.502 1.408 -3.0 0.3 -1.3
C -1.263 2.167 0.129 -1.4 1.4 0.2
C -0.732 1.228 1.060 -1.0 1.2 -0.5
C 2.172 -1.859 -1.219 -1.8 0.1 -1.3
C 1.279 -0.639 -1.665 0.3 -0.1 0.7
C 2.056 -2.192 0.296 -1.6 0.7 -3.2
C -0.238 -1.025 -1.737 2.4 -4.3 -0.4
C -3.002 -0.043 1.774 0.0 4.1 -4.1
C -1.567 0.270 1.779 2.3 0.0 -0.9
O 0.726 -2.708 0.371 0.3 -1.2 1.1
O -1.710 -3.307 -0.582 0.0 -0.1 0.0
Si -0.659 -2.089 -0.223 -0.5 1.1 0.1
H 1.422 4.161 -0.503 0.2 0.2 -0.1
H 2.291 2.557 1.201 4.1 0.6 1.1
H -1.012 4.038 -0.928 0.0 -0.1 0.1
H 1.142 0.998 2.111 1.2 -2.4 2.6
H -2.364 2.249 -0.173 1.6 -0.8 0.7
H 1.827 -2.799 -1.862 1.1 1.7 1.5
H 3.180 -1.605 -1.380 1.5 0.1 -0.7
H 1.613 0.248 -1.005 -1.2 -1.2 -0.8
H 1.330 -0.290 -2.699 1.5 -0.2 0.0
H 2.843 -2.953 0.362 -0.5 0.1 1.4
H 2.049 -1.265 0.896 0.9 -0.6 0.1
H -0.711 -0.153 -1.789 -2.6 3.4 -0.3
H -0.394 -1.612 -2.766 0.2 1.1 2.2
H -3.531 0.680 2.368 -0.5 0.1 0.8
H -3.392 0.162 0.702 0.3 -0.7 1.6
H -3.136 -1.009 2.019 -0.9 -3.1 1.0
H -1.092 0.096 2.707 0.5 -0.8 1.0
H -1.414 -3.999 -1.187 0.0 0.1 0.1
```
Positions in Å, forces in eV/Å.

These are the Löwdin partial charges, in e, on atoms 1 to 8:
1. C -0.083
2. C -0.105
3. C -0.094
4. C -0.069
5. C -0.043
6. C -0.243
7. C -0.198
8. C -0.236